C37H26O23 | the ωB97M-V functional and the def2-TZVPD basis

Calculated values
**Gap between HOMO and LUMO**: 0.24149 Eh
**Spin multiplicity**: 1
**HOMO energy**: -8.8 eV
**SMILES string**: O=C1C=C(O)C(=O)C=C1O.O=C1C=C(O)C(=O)C=C1O.O=C1C=C(O)C(=O)C=C1O.O=C1C=C(O)C(=O)C=C1O.O=C1C=C(O)C(=O)C=C1O.O=C(O)Oc1ccccc1
**Net charge**: 0
**Lowest unoccupied orbital energy**: -0.082 Ha

Last column: Löwdin charge in e.
Positions of all 86 atoms, in Å:
O (1.573052, 2.864005, 4.147681)  0.11
H (-0.422147, 7.453641, -5.133403)  0.14
O (2.732386, 6.643301, 0.600010)  0.10
O (-0.843056, -0.633622, -1.458908)  0.08
H (-1.736886, 1.060947, 4.148689)  0.13
C (-2.546209, 5.291757, -3.373004)  -0.20
H (-4.164797, 5.083327, -4.339873)  0.12
C (4.974741, -4.751078, -2.068814)  0.08
O (-2.799706, 6.392842, -5.436560)  0.11
H (-2.117160, -4.040677, 4.721249)  0.09
C (0.800202, 4.300477, 2.452029)  -0.19
C (-6.108528, -1.946245, -3.642517)  -0.21
C (-1.734193, 1.197146, 2.256792)  -0.21
O (3.779440, -3.429390, -3.623555)  0.12
O (1.277847, 7.102394, -3.149014)  0.08
O (0.302603, 5.382365, -1.245174)  0.09
H (3.545799, -2.300186, 0.689236)  0.14
C (1.861802, 3.723494, 3.322506)  -0.30
H (-2.442415, 2.856488, 1.146653)  0.14
H (4.748094, 6.310662, 1.379304)  0.12
C (-1.122435, -6.352558, 4.558591)  -0.06
O (4.806954, 5.627799, 2.082677)  0.08
C (4.097789, -3.635758, -2.457268)  -0.30
C (3.237751, 4.214686, 3.149026)  0.08
O (-3.766109, -0.506730, -1.385749)  0.11
H (-2.104175, 4.379625, -1.513163)  0.12
H (0.315329, 5.681544, 0.920705)  0.11
C (-0.433512, 5.617575, -2.196922)  -0.28
C (3.515565, 5.163507, 2.252812)  -0.21
H (-2.084777, -6.906247, 4.982880)  0.09
H (-1.121750, 0.045871, -2.110921)  0.12
H (-7.359835, -2.912373, -4.690687)  0.12
C (-1.104199, -0.081232, -0.218397)  -0.21
C (1.459258, -4.856357, 3.357373)  0.01
C (0.219071, -7.250705, 4.127765)  0.02
C (5.289025, -4.957655, -0.788473)  -0.20
C (-4.579621, 0.451323, -3.374529)  -0.20
C (-0.743732, 6.792666, -4.338409)  0.08
C (-5.355304, 0.336003, -4.454186)  0.08
C (1.573910, -6.506672, 3.513466)  -0.13
H (-0.407075, -1.745364, 0.891141)  0.14
H (-0.428335, 3.137726, 3.310246)  0.09
H (1.634605, 6.757730, -2.301542)  0.11
H (4.558235, -5.130504, 3.172069)  0.06
C (-1.171878, -4.689261, 4.407185)  -0.06
C (-1.998261, 1.869117, 1.134542)  0.09
O (4.384407, -7.728309, 4.962409)  0.01
O (-2.021155, 1.737956, 3.496670)  0.07
H (0.221986, -2.795304, 3.597953)  0.07
O (2.813904, -7.216171, 3.130899)  -0.04
O (6.114861, -6.002342, -0.415986)  0.09
H (2.712526, -1.740365, -2.734784)  0.12
C (4.763684, -4.074435, 0.289290)  -0.28
H (6.189157, -5.940470, 0.561220)  0.12
H (2.436996, -4.329351, 2.920391)  0.09
C (0.024904, 6.532031, -3.279170)  -0.20
O (-1.910121, 1.884660, -1.228679)  0.07
H (4.002669, 3.774167, 3.775590)  0.14
C (3.906240, -2.944770, -0.102175)  0.08
C (3.890564, -6.834566, 4.060591)  -0.26
H (-5.419361, 1.116103, -5.201902)  0.14
C (3.594901, -2.736327, -1.382903)  -0.20
C (-6.165050, -0.872720, -4.673043)  -0.31
C (0.153627, -3.956924, 3.774965)  -0.05
O (-0.486227, 3.816214, 2.602729)  0.06
C (1.077639, 5.251768, 1.558275)  0.07
O (-6.875299, -1.014203, -5.662255)  0.11
O (-3.810332, 4.743446, -3.489382)  0.08
O (-3.818117, 1.585703, -3.161248)  0.07
C (-2.076667, 6.184117, -4.468156)  -0.30
O (2.791790, -1.674984, -1.758083)  0.08
O (4.525763, -5.478983, 4.116318)  0.02
C (-4.502256, -0.633878, -2.358415)  -0.28
O (5.054625, -4.300545, 1.458580)  0.08
O (-0.871606, -0.744112, 3.268448)  0.09
O (-6.891456, -3.068480, -3.841846)  0.08
C (-1.776369, 5.028254, -2.315386)  0.08
C (-1.692586, 1.285705, -0.180781)  -0.28
C (-0.836855, -0.751952, 0.903791)  0.09
C (-5.330116, -1.832208, -2.564652)  0.08
H (5.347735, -5.386592, -2.862110)  0.14
C (2.449313, 5.759686, 1.402041)  -0.30
H (-3.345035, 1.427061, -2.315359)  0.06
C (-1.120088, -0.159013, 2.220150)  -0.29
H (-5.277719, -2.605771, -1.808891)  0.14
H (0.161761, -8.409505, 4.281340)  0.09

Cartesian forces (eV/Å) of the 6 atoms listed first:
-0.1056 0.5156 -0.6362
-0.0207 -0.0496 0.0502
0.1654 -0.5907 0.5912
-0.4856 1.4748 1.3697
-0.1209 0.2061 -0.1983
-1.6966 -1.0177 0.2900


C9H24I2NO6PSi2 | the ωB97M-V functional and the def2-TZVPD basis

Calculated values
**Gap between HOMO and LUMO**: 0.33165 Eh
**Spin multiplicity**: 1
**HOMO energy**: -8.8 eV
**Net charge**: 0
**Lowest unoccupied orbital energy**: 0.009 Ha

Last column: natural (NBO) charge in e.
Positions of all 45 atoms, in Å:
I (-1.469294, -3.213716, 1.142718)  0.15
P (-4.727987, 2.165894, -1.908746)  2.58
O (-5.980803, 2.974447, -2.472409)  -0.82
H (6.701618, -0.783306, 0.391900)  0.24
H (6.083430, 0.212598, 3.021386)  0.23
H (5.266809, 0.306724, 0.538135)  0.22
H (0.706435, 1.360449, 2.341191)  0.24
C (0.190974, -1.968949, 1.618421)  -0.88
C (5.281519, -1.413236, 1.853075)  0.46
C (-0.045945, -0.457483, 1.460172)  -0.32
O (-3.846021, 2.154215, -3.285685)  -0.85
H (-2.852948, 0.076798, -2.506766)  0.19
H (-5.504315, 1.832736, -4.531892)  0.19
I (-1.896073, 0.148378, 2.397811)  0.08
H (1.214890, -0.095597, 3.163726)  0.21
O (2.515867, -3.723678, 1.306070)  -1.24
H (0.475880, -2.132451, 2.657455)  0.25
Si (1.680901, -2.505434, 0.593474)  1.94
H (-4.766052, 4.579153, -3.045752)  0.20
H (4.363493, -0.066220, 3.265367)  0.24
O (-4.653261, 0.614450, -1.590556)  -0.81
H (-4.360510, 3.079289, -5.057870)  0.18
H (-2.735911, 0.516224, -0.779459)  0.21
H (-3.918719, 1.364337, -5.171812)  0.19
H (1.969109, -2.728135, -1.517030)  0.50
O (1.211251, -2.873235, -0.941411)  -1.07
C (-3.345177, 0.028506, -1.538363)  -0.25
C (5.626603, -0.719932, 0.554690)  -0.69
H (-6.512212, 4.724431, -3.355561)  0.19
O (-4.057611, 2.932607, -0.855304)  -1.10
H (5.114082, -1.262285, -0.234295)  0.23
C (1.048527, 0.343360, 2.179742)  -0.65
H (-5.884104, 4.900317, -1.701047)  0.21
H (3.928435, -4.586700, 3.193405)  -0.21
H (5.547585, -1.165228, 3.965808)  0.23
H (-0.054518, -0.187718, 0.406213)  0.22
N (5.029005, -2.660275, 1.853250)  -0.94
C (-4.451643, 2.104498, -4.576594)  -0.25
H (1.981042, 0.355714, 1.622144)  0.22
Si (3.603900, -3.328647, 2.505134)  1.57
C (5.321004, -0.561702, 3.091419)  -0.72
H (-3.478091, -1.016351, -1.269911)  0.20
H (2.552413, -1.314237, 0.457331)  -0.28
C (-5.760234, 4.382138, -2.648225)  -0.25
H (2.886656, -2.392746, 3.408653)  -0.25

Cartesian forces (eV/Å) of the 6 atoms listed first:
0.1124 -0.1790 -0.0156
3.6401 1.6338 -0.9650
-1.1115 -1.8879 0.5242
0.0744 0.2507 -0.0685
-0.0149 0.0959 -0.1489
0.2904 0.1738 0.1340


CH2F3P | the ωB97M-V functional and the def2-TZVPD basis

Calculated values
**Gap between HOMO and LUMO**: 0.38312 Eh
**Spin multiplicity**: 1
**HOMO energy**: -10.7 eV
**Energy relative to the best compared isomer or geometry (same formula, charge and spin)**: 109.0 kJ/mol
**SMILES string**: C=P(F)(F)F
**Net charge**: 0
**Lowest unoccupied orbital energy**: -0.010 Ha

Last column: natural (NBO) charge in e.
Positions of all 7 atoms, in Å:
F (-0.493768, 1.031012, 1.526128)  -0.53
H (-0.675196, 0.689698, -1.577356)  0.24
F (0.176511, -1.230169, 1.192401)  -0.54
P (0.060437, 0.071507, 0.358697)  2.23
H (-0.071613, -1.035978, -1.367234)  0.25
C (-0.707308, -0.254163, -1.084149)  -1.06
F (1.710938, 0.728094, 0.951513)  -0.59

Cartesian forces (eV/Å) of the 6 atoms listed first:
-0.5977 -0.9936 -2.3215
-0.3465 0.4010 -1.3493
0.1571 0.0437 -0.4938
2.8113 1.7442 5.2556
0.6640 -1.4939 -1.4354
0.3658 1.9858 2.6304


C4H11NS | the ωB97M-V functional and the def2-TZVPD basis

Calculated values
**Gap between HOMO and LUMO**: 0.37098 Eh
**Spin multiplicity**: 1
**HOMO energy**: -9.2 eV
**Energy relative to the best compared isomer or geometry (same formula, charge and spin)**: 87.1 kJ/mol
**SMILES string**: CCNCCS
**Net charge**: 0
**Lowest unoccupied orbital energy**: 0.035 Ha

Last column: natural (NBO) charge in e.
Positions of all 17 atoms, in Å:
H (2.222904, 0.069842, -0.751204)  0.19
H (-1.132989, 0.116871, 2.273624)  0.23
C (-1.295049, -0.683366, 1.531170)  -0.47
H (0.558910, 1.749763, -2.640102)  0.21
H (-0.336159, -1.424302, -0.198948)  0.15
H (-0.389371, 1.049499, 0.107461)  0.35
C (1.206856, 0.415732, -0.979975)  -0.21
H (-2.425190, -2.810063, 1.326383)  0.11
C (1.079006, 1.819095, -1.693528)  -0.62
S (-1.908304, -2.262059, 2.417066)  -0.08
H (0.815947, -0.343912, -1.670558)  0.16
H (2.086348, 2.235349, -1.777605)  0.22
H (-2.148653, -0.516691, 0.886294)  0.21
H (0.682203, -1.504122, 1.167820)  0.20
H (0.566419, 2.434882, -0.952013)  0.21
C (-0.015454, -0.829801, 0.672706)  -0.24
N (0.432577, 0.483285, 0.281411)  -0.61

Cartesian forces (eV/Å) of the 6 atoms listed first:
-0.0580 0.5242 -0.0406
-0.4256 -0.4736 -0.1845
0.1785 -1.1256 0.4747
-0.0066 0.1670 -0.0567
0.0973 0.0471 -0.1625
-0.0366 -0.0150 -0.0044